A single C4H5NO molecule, computed with ωB97M-V with the def2-TZVPD basis set.

Output
* max |F|: 0.0117 Eh/bohr
* ΔE to the lowest compared entry with this formula, charge and spin: 4.079 eV
* structure (SMILES): C=C=C(C)N=O
* HOMO level: -9.066 eV

Cartesian coordinates (Å):
C -1.746 -0.018 0.237
C -0.284 -0.348 0.121
N -0.003 -1.789 0.216
O 1.161 -2.094 0.214
C 1.850 1.050 -0.401
C 0.732 0.450 -0.112
H -2.284 -0.937 0.488
H -1.947 0.725 1.015
H -2.147 0.362 -0.708
H 2.523 1.420 0.369
H 2.145 1.178 -1.440



A single C4H5NO molecule, computed with ωB97M-V with the def2-TZVPD basis set.

Output
* max |F|: 0.0219 Eh/bohr
* ΔE to the lowest compared entry with this formula, charge and spin: 3.710 eV
* HOMO level: -9.592 eV

Cartesian coordinates (Å):
C 1.136 0.027 0.881
C 0.594 -0.823 -0.258
O -0.849 -0.620 -0.202
C -1.277 0.055 -1.228
C -2.337 0.947 -0.776
N -2.780 1.988 -0.504
H 1.042 -0.479 1.846
H 2.183 0.287 0.712
H 0.560 0.957 0.931
H 0.827 -1.885 -0.164
H 0.901 -0.453 -1.238



A single C4H5NO molecule, computed with ωB97M-V with the def2-TZVPD basis set.

Output
* max |F|: 0.0305 Eh/bohr
* ΔE to the lowest compared entry with this formula, charge and spin: 0.967 eV
* structure (SMILES): C[C@H](C#N)C=O
* HOMO level: -10.673 eV

Cartesian coordinates (Å):
C -1.032 -0.679 0.462
C 0.130 0.339 0.223
C 1.162 -0.406 -0.637
O 1.170 -1.609 -0.646
C -0.034 1.727 -0.292
N 0.037 2.830 -0.647
H -1.759 -0.311 1.185
H -1.523 -0.986 -0.469
H -0.605 -1.613 0.862
H 0.581 0.527 1.209
H 1.873 0.181 -1.250



A single C4H5NO molecule, computed with ωB97M-V with the def2-TZVPD basis set.

Output
* max |F|: 0.0092 Eh/bohr
* ΔE to the lowest compared entry with this formula, charge and spin: 2.574 eV
* structure (SMILES): NC1=C[C@H]1C=O
* HOMO level: -8.697 eV

Cartesian coordinates (Å):
N 0.277 -0.757 1.756
C 0.254 -0.674 0.395
C 0.138 -1.134 -0.806
C 0.503 0.332 -0.679
C -0.532 1.403 -0.830
O -1.585 1.402 -0.230
H -0.109 0.064 2.205
H -0.121 -1.610 2.127
H -0.036 -1.917 -1.524
H 1.519 0.659 -0.935
H -0.272 2.244 -1.509



A single C4H5NO molecule, computed with ωB97M-V with the def2-TZVPD basis set.

Output
* max |F|: 0.0297 Eh/bohr
* ΔE to the lowest compared entry with this formula, charge and spin: 2.470 eV
* structure (SMILES): Oc1ccc[nH]1
* HOMO level (alpha / beta): -8.028 / -8.027 eV

Cartesian coordinates (Å):
O 2.032 0.196 -0.347
C 0.928 0.414 0.517
C 0.367 -0.833 0.758
C -0.898 -0.876 0.177
C -1.173 0.413 -0.263
N -0.097 1.205 -0.038
H 1.544 -0.143 -1.129
H 0.991 -1.641 1.115
H -1.486 -1.759 -0.020
H -2.079 0.809 -0.698
H -0.128 2.215 -0.073



A single C4H5NO molecule, computed with ωB97M-V with the def2-TZVPD basis set.

Output
* max |F|: 0.0348 Eh/bohr
* ΔE to the lowest compared entry with this formula, charge and spin: 4.125 eV
* HOMO level (alpha / beta): -10.876 / -10.239 eV

Cartesian coordinates (Å):
C 1.277 0.181 -0.419
C -0.239 0.151 -0.313
C -0.841 0.434 0.978
O -0.858 1.242 -0.817
C -0.794 -1.211 -0.531
N -1.279 -2.262 -0.518
H 1.554 -0.090 -1.439
H 1.665 1.185 -0.210
H 1.702 -0.540 0.281
H -1.917 0.444 1.052
H -0.260 0.441 1.915



A single C4H5NO molecule, computed with ωB97M-V with the def2-TZVPD basis set.

Output
* max |F|: 0.0545 Eh/bohr
* ΔE to the lowest compared entry with this formula, charge and spin: 2.187 eV
* structure (SMILES): C=C/C=N\C=O
* HOMO level: -9.980 eV

Cartesian coordinates (Å):
C -0.036 -0.844 0.201
C -2.014 0.468 0.300
C -0.737 0.361 0.010
C 2.154 -0.011 -0.463
N 1.210 -0.963 -0.127
O 2.575 0.903 0.237
H -0.653 -1.599 0.688
H -2.566 1.285 -0.163
H -2.688 -0.293 0.757
H -0.079 1.216 -0.181
H 2.833 -0.523 -1.259



A single C4H5NO molecule, computed with ωB97M-V with the def2-TZVPD basis set.

Output
* max |F|: 0.0461 Eh/bohr
* ΔE to the lowest compared entry with this formula, charge and spin: 1.132 eV
* structure (SMILES): C[C@H](C#N)C=O
* HOMO level: -10.460 eV

Cartesian coordinates (Å):
C -1.063 -0.675 0.547
C 0.153 0.245 0.435
C 1.232 -0.234 -0.689
O 1.065 -1.240 -1.337
C -0.070 1.479 -0.267
N -0.019 2.361 -1.014
H -1.899 -0.228 1.097
H -1.414 -0.933 -0.452
H -0.771 -1.593 1.059
H 0.609 0.464 1.417
H 2.176 0.353 -0.796



A single C4H5NO molecule, computed with ωB97M-V with the def2-TZVPD basis set.

Output
* max |F|: 0.0123 Eh/bohr
* ΔE to the lowest compared entry with this formula, charge and spin: 3.026 eV
* HOMO level: -8.658 eV

Cartesian coordinates (Å):
O 1.684 -0.877 -0.497
C 0.868 0.894 0.815
C 0.725 -0.624 0.538
C -0.685 -0.825 -0.002
C -1.160 0.384 -0.273
N -0.203 1.362 0.190
H 1.399 -0.344 -1.263
H 0.988 -1.276 1.378
H -1.173 -1.772 -0.197
H -2.079 0.708 -0.746
H -0.352 2.354 0.054



A single C4H5NO molecule, computed with ωB97M-V with the def2-TZVPD basis set.

Output
* max |F|: 0.0348 Eh/bohr
* ΔE to the lowest compared entry with this formula, charge and spin: 2.943 eV
* structure (SMILES): Oc1ccc[nH]1
* HOMO level: -8.404 eV

Cartesian coordinates (Å):
O 2.158 0.403 -0.221
C 0.856 0.078 -0.082
C 0.277 -1.211 -0.140
C -1.157 -0.874 -0.066
C -1.319 0.471 -0.001
N -0.065 1.071 0.023
H 2.594 -0.399 -0.556
H 0.787 -0.943 0.947
H -1.971 -1.595 -0.084
H -2.207 1.089 0.066
H 0.122 2.057 0.115



A single C4H5NO molecule, computed with ωB97M-V with the def2-TZVPD basis set.

Output
* max |F|: 0.0216 Eh/bohr
* ΔE to the lowest compared entry with this formula, charge and spin: 1.644 eV
* structure (SMILES): N#CC[C@H]1CO1
* HOMO level: -10.849 eV

Cartesian coordinates (Å):
N -1.437 -1.515 1.840
C -1.022 -0.545 1.367
C -0.496 0.683 0.764
C 0.624 0.432 -0.246
C 0.591 -0.662 -1.217
O 0.320 0.678 -1.606
H -0.126 1.323 1.571
H -1.321 1.213 0.277
H 1.596 0.812 0.067
H 1.533 -1.079 -1.573
H -0.263 -1.340 -1.244



2 unconnected molecules or ions with the total composition C4H5NO, computed with ωB97M-V with the def2-TZVPD basis set.

Output
* max |F|: 0.0193 Eh/bohr
* ΔE to the lowest compared entry with this formula, charge and spin: 4.828 eV
* structure (SMILES): CC#[N+][O-].C#C
* HOMO level: -9.669 eV

Cartesian coordinates (Å):
C 0.478 -1.363 1.176
C 1.023 -0.074 0.752
N 1.405 0.942 0.352
O 1.780 2.016 -0.084
C -0.969 1.278 -1.446
C -1.881 0.503 -1.577
H 1.228 -2.150 1.057
H 0.171 -1.324 2.225
H -0.393 -1.606 0.561
H -0.140 1.947 -1.305
H -2.700 -0.169 -1.712



A single C4H5NO molecule, computed with ωB97M-V with the def2-TZVPD basis set.

Output
* max |F|: 0.0073 Eh/bohr
* ΔE to the lowest compared entry with this formula, charge and spin: 0.271 eV
* structure (SMILES): Cc1ncco1
* HOMO level: -9.175 eV

Cartesian coordinates (Å):
C 1.846 0.041 0.053
C 0.363 0.125 0.106
N -0.404 1.141 -0.124
C -1.682 0.600 -0.172
C -1.611 -0.730 0.050
O -0.299 -1.047 0.240
H 2.216 -0.773 0.679
H 2.305 0.985 0.350
H 2.133 -0.169 -0.983
H -2.548 1.207 -0.394
H -2.313 -1.548 0.090



A single C4H5NO molecule, computed with ωB97M-V with the def2-TZVPD basis set.

Output
* max |F|: 0.0135 Eh/bohr
* ΔE to the lowest compared entry with this formula, charge and spin: 5.896 eV
* HOMO level (alpha / beta): -7.566 / -7.435 eV

Cartesian coordinates (Å):
N 1.249 1.046 -0.634
C 1.595 -0.113 -0.546
C 0.740 -1.136 0.159
C -0.550 -0.447 0.577
C -0.714 0.946 0.241
O -1.345 -0.036 -0.548
H 1.290 -1.544 1.014
H 0.537 -1.964 -0.529
H -1.093 -0.871 1.424
H -1.371 1.627 0.794
H 0.662 1.864 -0.774



A single C4H5NO molecule, computed with ωB97M-V with the def2-TZVPD basis set.

Output
* max |F|: 0.0367 Eh/bohr
* ΔE to the lowest compared entry with this formula, charge and spin: 3.956 eV
* HOMO level (alpha / beta): -8.442 / -8.365 eV

Cartesian coordinates (Å):
C -1.538 -0.389 -0.216
C -0.141 0.114 -0.290
C 1.734 -0.480 0.472
O 0.839 -0.821 -0.443
C 0.209 1.480 -0.318
N 0.402 2.629 -0.391
H -2.248 0.393 -0.496
H -1.657 -1.241 -0.897
H -1.797 -0.735 0.793
H 2.778 -0.524 0.184
H 1.402 -0.234 1.471



A single C4H5NO molecule, computed with ωB97M-V with the def2-TZVPD basis set.

Output
* max |F|: 0.0290 Eh/bohr
* ΔE to the lowest compared entry with this formula, charge and spin: 0.997 eV
* structure (SMILES): C[C@H](C#N)C=O
* HOMO level: -10.665 eV

Cartesian coordinates (Å):
C -1.027 -0.713 0.456
C 0.194 0.329 0.238
C 1.246 -0.368 -0.594
O 1.170 -1.550 -0.796
C -0.042 1.691 -0.317
N -0.237 2.739 -0.773
H -1.722 -0.228 1.142
H -1.523 -0.919 -0.500
H -0.734 -1.701 0.894
H 0.598 0.491 1.243
H 2.077 0.228 -0.993



A single C4H5NO molecule, computed with ωB97M-V with the def2-TZVPD basis set.

Output
* max |F|: 0.0123 Eh/bohr
* ΔE to the lowest compared entry with this formula, charge and spin: 4.527 eV
* HOMO level: -7.890 eV

Cartesian coordinates (Å):
O -2.260 0.690 0.643
C -1.141 0.337 0.416
C 0.257 0.978 0.652
C 0.246 -0.201 -1.417
N 0.832 -0.247 0.009
C -0.498 -0.844 -0.271
H 0.427 1.856 0.024
H 0.542 1.153 1.692
H 0.745 -0.975 -2.005
H 1.567 -0.851 0.373
H -0.707 -1.901 -0.094



2 unconnected molecules or ions with the total composition C4H5NO, computed with ωB97M-V with the def2-TZVPD basis set.

Output
* max |F|: 0.0984 Eh/bohr
* ΔE to the lowest compared entry with this formula, charge and spin: 2.659 eV
* HOMO level (alpha / beta): -5.053 / -9.100 eV
* 2S+1: 3
* <S²>: 2.0178

Cartesian coordinates (Å):
C -1.537 0.696 0.496
C 1.287 -0.958 -0.396
C -1.441 1.845 1.071
C 1.640 -1.601 -1.482
N 0.878 -0.291 0.578
O -1.787 -0.367 0.135
H -0.649 2.401 0.882
H -2.481 2.330 1.218
H 0.979 -1.604 -2.346
H 2.694 -1.778 -1.620
H 0.418 -0.673 1.463



A single C4H5NO2 molecule, computed with ωB97M-V with the def2-TZVPD basis set.

Output
* max |F|: 0.0267 Eh/bohr
* ΔE to the lowest compared entry with this formula, charge and spin: 3.641 eV
* HOMO level (alpha / beta): -7.691 / -7.729 eV

Cartesian coordinates (Å):
O 2.184 -1.141 -0.473
C 1.683 -0.044 -0.387
C -1.505 -0.358 -0.269
C -0.415 -0.826 0.630
N 0.551 0.240 0.351
C -0.235 1.385 0.111
O -1.381 0.946 -0.393
H 2.094 0.859 -0.869
H -2.452 -0.795 -0.539
H -0.704 -0.774 1.698
H 0.026 -1.801 0.423
H 0.155 2.311 -0.286



A single C4H5NO2 molecule, computed with ωB97M-V with the def2-TZVPD basis set.

Output
* max |F|: 0.0160 Eh/bohr
* ΔE to the lowest compared entry with this formula, charge and spin: 0.454 eV
* structure (SMILES): Cc1coc(=O)[nH]1
* HOMO level: -8.572 eV

Cartesian coordinates (Å):
C -1.553 -0.394 -0.725
C -0.234 0.032 -0.182
C 0.238 1.275 -0.019
O 1.520 1.238 0.483
C 1.744 -0.033 0.915
O 2.558 -0.300 1.751
N 0.764 -0.820 0.308
H -1.524 -0.367 -1.817
H -1.860 -1.397 -0.411
H -2.323 0.311 -0.394
H -0.227 2.241 0.039
H 0.897 -1.786 0.051